(1)
Entry from OMol25: a structure of composition C32H34HgN5O3S2Si (the ωB97M-V functional and the def2-TZVPD basis).

charge	-2
spin multiplicity	2
M	829.5	g/mol

Geometry as XYZ:
```
78
Properties=species:S:1:pos:R:3:forces:R:3
Hg 1.003364 -0.558667 -0.263572 -0.02 0.03 0.02
C 1.501482 -1.067864 -3.804667 -0.03 0.01 0.01
O 0.512424 -1.113921 -2.798169 -0.02 -0.01 0.01
C -0.790464 -0.930158 -3.148972 -0.02 0.01 0.06
C -1.217104 -0.911695 -4.460711 -0.06 0.00 0.00
C -2.569971 -0.728033 -4.766960 0.04 -0.01 -0.03
C -3.472593 -0.565444 -3.735416 -0.05 0.01 0.01
C -3.048087 -0.574658 -2.410835 0.04 -0.01 0.00
C -1.698999 -0.747788 -2.068074 0.08 -0.01 -0.14
N -1.232428 -0.758646 -0.769854 0.13 -0.18 -0.02
N -2.141175 -0.242219 0.079131 -0.14 -0.33 0.09
C -1.966203 -0.278774 1.420613 -0.08 0.01 0.13
C -0.927792 -0.950706 2.155295 0.11 0.08 -0.08
O 0.011525 -1.637003 1.609255 -0.06 0.01 0.11
C -0.956833 -0.837548 3.584919 -0.03 -0.01 0.02
C -1.903448 -0.141773 4.274641 0.03 -0.03 -0.02
C -2.950275 0.520610 3.580571 0.00 -0.01 0.00
C -3.946243 1.248912 4.267972 0.04 -0.02 0.02
C -4.964913 1.877989 3.603666 0.00 0.02 -0.08
C -5.015317 1.790869 2.197308 -0.05 -0.02 0.04
C -4.055940 1.097669 1.506605 -0.03 -0.14 0.04
C -2.983919 0.441654 2.164438 -0.08 -0.06 0.00
H 1.402117 -1.916532 -4.490239 0.02 0.00 0.01
H 2.461300 -1.116099 -3.293737 -0.01 0.00 -0.01
H 1.430757 -0.132902 -4.369794 0.01 0.00 0.01
H -0.497990 -1.033620 -5.259183 -0.02 0.00 0.00
H -2.892524 -0.716667 -5.801215 0.00 0.00 0.00
H -4.527206 -0.430196 -3.951079 0.00 0.00 0.00
H -3.756615 -0.454832 -1.605525 -0.02 0.00 0.01
H -0.151608 -1.347537 4.102691 0.01 0.01 -0.01
H -1.870814 -0.081928 5.358389 0.01 0.00 -0.01
H -3.886617 1.299866 5.351363 0.01 -0.01 -0.01
H -5.718915 2.434350 4.149066 0.00 0.00 -0.01
H -5.816901 2.280216 1.654524 0.00 0.00 0.00
H -4.095564 1.039023 0.428069 0.00 0.01 -0.03
S 4.557257 -1.325528 -1.484443 -0.02 -0.03 0.01
C 3.464338 -2.581431 -1.213431 0.02 0.09 -0.05
N 2.204928 -2.508079 -0.834186 -0.05 -0.04 0.05
C 1.571274 -3.741064 -0.786111 -0.01 0.00 0.00
C 0.227744 -3.943038 -0.468357 0.06 -0.03 0.01
C -0.268772 -5.234013 -0.479080 -0.01 -0.02 0.00
C 0.544603 -6.324467 -0.796115 -0.05 0.00 0.01
C 1.878382 -6.132725 -1.115847 0.05 0.01 -0.02
C 2.382261 -4.838255 -1.112926 -0.05 0.02 -0.02
S 3.970715 -4.258495 -1.506519 0.05 -0.04 0.01
H -0.391846 -3.097647 -0.199682 -0.01 0.02 0.00
H -1.310960 -5.396230 -0.231847 0.00 -0.01 0.00
H 0.130766 -7.326147 -0.795434 0.00 0.00 0.00
H 2.515204 -6.971617 -1.370721 0.00 0.00 0.00
C -1.904303 3.550961 1.211901 -0.01 0.12 -0.04
C -0.962119 3.294387 0.084833 0.03 -0.02 -0.01
C 0.132632 3.995118 -0.380977 0.00 0.01 0.03
C 0.693719 3.174958 -1.380363 0.12 -0.08 0.04
N -0.011272 2.068689 -1.531373 -0.20 0.10 -0.17
N -1.022205 2.171177 -0.648714 0.44 0.53 -0.18
C 1.970268 3.354782 -2.134513 0.00 0.04 -0.03
H -1.777021 4.568375 1.580289 0.02 0.03 0.01
H -1.720693 2.857975 2.035932 0.00 0.03 -0.01
H -2.945244 3.418827 0.910876 0.08 0.04 0.02
H 0.510225 4.932571 -0.006569 0.00 0.03 0.01
H -1.636775 1.378344 -0.512587 -0.31 -0.12 0.11
H 2.446837 4.299563 -1.868343 0.00 0.01 -0.01
H 1.804117 3.343191 -3.214065 0.00 0.00 0.00
H 2.654846 2.542288 -1.883545 -0.01 0.00 0.02
C 4.700540 2.188482 0.650276 -0.01 0.03 -0.04
Si 3.238169 1.326760 1.470101 -0.16 -0.10 0.12
C 3.841507 -0.298519 2.196081 0.03 -0.01 -0.03
C 2.690844 2.439185 2.897445 0.01 0.00 0.02
O 2.008519 1.141606 0.458868 0.12 0.04 -0.05
H 5.523136 2.364270 1.350610 0.00 -0.01 0.01
H 4.387335 3.153244 0.240389 0.01 0.01 0.00
H 5.067597 1.571902 -0.172053 0.03 -0.02 -0.04
H 4.639370 -0.156080 2.931492 0.01 0.00 0.03
H 4.224457 -0.933478 1.392128 0.01 0.01 0.01
H 3.013161 -0.828304 2.674015 -0.03 0.01 0.03
H 3.486610 2.605613 3.630493 0.01 0.01 0.01
H 1.837078 1.986953 3.409444 0.00 0.00 0.01
H 2.366277 3.409976 2.512144 0.00 0.01 -0.01
```
Positions in Å, forces in eV/Å.

---

(2)
Entry from OMol25: a structure of composition C2H7LaO3 (the ωB97M-V functional and the def2-TZVPD basis).

charge	+1
spin multiplicity	2
energy above the lowest of the compared OMol25 structures with the same formula, charge and spin	37.00	kcal/mol
M	218.0	g/mol

Geometry as XYZ:
```
13
Properties=species:S:1:pos:R:3:forces:R:3
O 1.237202 -1.172247 0.104802 0.35 3.82 -1.18
La 2.314117 0.953032 -0.068554 -1.38 -2.91 0.29
H 0.356382 -1.332512 -0.313019 0.99 0.13 0.47
C 1.101788 -3.342739 0.830416 -0.52 -5.72 0.84
H 2.172280 -3.183958 1.025276 -1.08 0.43 0.07
H 0.201913 -3.036466 1.381319 1.11 0.53 0.13
H 0.813176 -3.651742 -0.186380 0.55 0.54 0.32
O 1.000182 -5.012681 1.568210 -0.02 2.28 -1.04
C 0.789694 -6.841260 0.183611 -0.35 0.01 -0.04
O 1.716545 -6.008325 0.840480 0.26 0.72 0.10
H 0.315294 -6.314918 -0.659799 0.04 -0.17 0.14
H 1.366479 -7.699204 -0.187363 -0.12 0.28 0.08
H 0.017949 -7.191062 0.884160 0.19 0.07 -0.19
```
Positions in Å, forces in eV/Å.

---

(3)
Entry from OMol25: a structure of composition C29H29FI2N5O4Os (the ωB97M-V functional and the def2-TZVPD basis).

charge	+3
energy above the lowest of the compared OMol25 structures with the same formula, charge and spin	0.00	kcal/mol
M	974.6	g/mol

Geometry as XYZ:
```
71
Properties=species:S:1:pos:R:3:forces:R:3
Os -0.025402 3.619390 -0.154799 1.10 0.17 0.11
I 4.964906 0.053629 4.084288 0.16 -0.18 0.20
C 3.939297 1.211611 2.738092 -0.39 0.29 -0.21
C 4.528404 1.545034 1.515759 -0.13 -0.11 0.39
C 3.840401 2.332170 0.619271 -0.73 0.27 0.15
I 4.697706 2.817569 -1.186654 0.08 0.06 -0.20
C 2.530330 2.799992 0.932905 0.62 -0.73 0.90
O 1.911812 3.528988 0.028766 -1.83 0.52 -1.05
C 1.938716 2.452750 2.188970 0.16 0.34 -0.71
C 0.568448 2.931376 2.616361 -0.04 -0.18 0.16
N 0.175699 4.098075 1.807297 0.08 -0.04 -0.06
C -1.006796 4.912909 2.179618 -0.16 -0.02 0.13
C -1.107323 5.970795 1.110347 -0.04 -0.02 0.01
C -1.712063 7.193718 1.291391 0.00 -0.01 0.03
C -1.749684 8.081529 0.224723 0.01 0.02 -0.06
C -1.175166 7.723018 -0.988958 -0.02 0.00 0.06
C -0.592697 6.481550 -1.107660 0.03 -0.05 0.01
N -0.554608 5.619493 -0.073556 0.03 0.00 -0.19
C 2.653356 1.676898 3.064758 0.55 -0.33 0.14
H 5.522871 1.195580 1.276171 0.00 -0.01 0.02
H 0.605578 3.204696 3.672964 -0.08 0.06 -0.01
H -0.194991 2.162562 2.484029 0.01 -0.02 0.02
H 0.968660 4.746667 1.829015 0.08 -0.03 -0.02
H -0.888648 5.358122 3.168408 0.05 -0.06 0.02
H -1.885935 4.265158 2.186421 -0.01 0.03 0.02
H -2.150056 7.449117 2.246833 0.01 0.00 0.00
H -2.222408 9.047777 0.341463 0.01 0.00 0.00
H -1.182999 8.393118 -1.836152 0.00 0.00 0.00
H -0.143953 6.144687 -2.031201 0.02 -0.01 -0.01
H 2.225785 1.422940 4.027471 0.04 -0.01 0.00
C -3.686569 -2.829814 -2.456130 0.03 0.01 -0.01
C -3.623037 -2.399375 -1.000740 -0.03 -0.01 -0.03
N -2.580227 -1.371899 -0.763488 0.00 0.03 -0.02
C -2.943366 -0.095912 -0.742857 -0.06 -0.06 0.00
C -2.068655 0.960714 -0.586405 0.00 0.04 0.04
C -2.663309 2.324309 -0.646955 -0.14 -0.38 -0.04
O -3.840081 2.519284 -0.573688 0.07 0.10 0.02
O -1.784788 3.315590 -0.869584 0.58 0.28 0.13
C -0.705292 0.693088 -0.402356 0.02 -0.17 -0.05
O 0.194558 1.589471 -0.202760 -0.08 0.11 0.08
C -0.297796 -0.689642 -0.426673 0.04 0.08 -0.01
C 1.050126 -1.045973 -0.255805 0.02 0.07 0.03
C 1.425619 -2.350177 -0.281759 0.11 -0.02 0.00
F 2.717237 -2.643406 -0.055291 -0.09 0.04 -0.01
C 0.508982 -3.408862 -0.507506 0.07 -0.12 0.00
C -0.819798 -3.049125 -0.676682 -0.09 0.02 0.00
C -1.237164 -1.711711 -0.621803 -0.05 -0.08 0.01
N 0.910589 -4.739771 -0.567749 -0.03 0.07 -0.04
C 2.308049 -5.141196 -0.757618 -0.02 0.01 0.01
C 2.366853 -6.624700 -1.124592 0.01 0.02 0.02
N 1.178489 -6.976958 -1.973443 0.01 -0.01 0.04
C -0.117585 -6.861473 -1.193189 -0.02 0.01 0.02
C 0.064965 -5.821885 -0.088929 0.02 0.04 0.01
H -4.471099 -3.575115 -2.580806 0.00 0.00 0.01
H -2.744731 -3.258422 -2.800165 -0.01 0.00 0.00
H -3.926050 -1.982728 -3.098781 0.00 -0.01 0.00
H -3.437214 -3.230632 -0.323257 0.01 0.01 0.01
H -4.566509 -1.955455 -0.692813 -0.01 0.01 0.02
H -3.998025 0.118987 -0.864266 -0.01 -0.01 0.00
H 1.795624 -0.282738 -0.075835 0.01 0.00 0.00
H -1.546405 -3.817617 -0.888039 0.02 0.00 0.00
H 2.922787 -4.998510 0.133218 0.00 -0.01 0.01
H 2.743979 -4.546403 -1.559313 0.01 0.00 0.00
H 2.329784 -7.276159 -0.254535 -0.01 -0.01 0.00
H 3.274679 -6.848636 -1.679420 -0.01 -0.01 -0.03
H 1.277676 -7.922841 -2.345674 0.00 -0.01 -0.01
H 1.148933 -6.350676 -2.779198 -0.01 0.01 -0.01
H -0.354787 -7.842506 -0.786534 0.03 -0.01 -0.01
H -0.890114 -6.576319 -1.903563 0.00 -0.01 -0.02
H 0.513416 -6.279377 0.797781 0.00 0.00 0.00
H -0.908992 -5.456318 0.220862 0.00 0.01 0.00
```
Positions in Å, forces in eV/Å.

---

| no. | E (eV) |
| --- | --- |
| 1 | -81055.232 |
| 2 | -9175.071 |
| 3 | -67546.432 |